(1)
C13H15Cl3MnN5O8 | ωB97M-V/def2-TZVPD

Positions of all 45 atoms, in Å:
Mn (0.2211, 0.1663, -0.5125)
O (-2.6231, 1.6407, 1.2176)
Cl (-1.8121, 1.6590, 0.0802)
O (-2.1921, 2.5366, -0.9427)
O (-0.3433, 1.8420, 0.4328)
O (-1.6779, 0.2112, -0.5082)
O (3.7355, -4.4317, -0.6780)
C (2.6673, -4.5970, -1.4608)
O (2.4686, -5.5829, -2.0983)
C (1.6451, -3.4926, -1.4976)
C (0.4764, -3.6123, -2.2354)
N (-0.2309, -2.4801, -2.0840)
N (0.4142, -1.6301, -1.2753)
C (1.5533, -2.2273, -0.9289)
C (2.3900, -1.4115, -0.0273)
O (3.4156, -1.7424, 0.4804)
O (1.8253, -0.1886, 0.2040)
H (3.7511, -3.5668, -0.2414)
H (0.1292, -4.4385, -2.8379)
H (-1.1461, -2.2638, -2.4523)
N (-1.3927, -2.8802, 4.8567)
C (-0.7254, -1.6942, 4.1876)
C (-0.8437, -1.7681, 2.6637)
N (-0.2564, -0.5927, 2.0099)
H (-1.2793, -2.8402, 5.8741)
H (-0.9970, -3.7728, 4.5503)
H (-2.3987, -2.9108, 4.6719)
H (0.3107, -1.7034, 4.5226)
H (-1.2153, -0.8095, 4.5919)
H (-1.8935, -1.8332, 2.3694)
H (-0.3474, -2.6662, 2.2898)
H (0.7225, -0.4816, 2.2621)
H (-0.7239, 0.2508, 2.3319)
Cl (-1.4490, 1.1535, -3.9719)
C (0.0597, 1.8873, -4.0477)
C (0.4540, 2.6667, -5.0831)
C (1.7638, 3.2038, -5.0868)
C (2.7329, 2.9829, -4.0935)
C (2.4101, 2.2116, -3.0198)
Cl (3.4719, 1.8870, -1.7714)
C (1.0220, 1.6430, -2.9296)
N (0.6892, 0.9970, -1.9043)
H (-0.2166, 2.8700, -5.9079)
H (2.0460, 3.8221, -5.9338)
H (3.7187, 3.4211, -4.1801)

Output
Expectation value of S² ... 1.24
Largest force on an atom ... 0.0436 hartree/bohr
Energy above the lowest of the compared OMol25 structures with the same formula, charge and spin ... 0.0 kJ/mol
Multiplicity ... 2
Net charge ... +3
Frontier orbital gap (alpha / beta) ... 5.44 / 5.27 eV

---

(2)
C13H15CoPSe2 | ωB97M-V/def2-TZVPD

Positions of all 32 atoms, in Å:
Co (-1.5295, -0.2585, -2.2425)
C (-4.3833, -1.3704, -5.0952)
H (-4.8385, -2.1417, -4.4498)
H (-4.9595, -0.4268, -5.1873)
H (-4.3413, -1.8161, -6.0963)
H (-3.3660, -1.1614, -4.7467)
H (-0.8736, 0.0890, -3.5456)
Se (-0.8595, -1.9804, -1.0424)
P (0.2541, 0.0233, -0.4182)
Se (-2.3272, 1.6600, -1.7291)
C (1.7361, -0.6405, 0.3162)
C (1.9160, -0.6332, 1.7098)
C (2.8576, -1.4959, 2.2737)
C (3.6228, -2.2966, 1.4684)
C (3.4688, -2.2960, 0.0941)
C (2.5367, -1.4537, -0.5024)
C (-0.0140, 1.2289, 0.9311)
C (-1.0425, 0.9885, 1.8462)
C (-1.2319, 1.8323, 2.9429)
C (-0.4874, 2.9921, 3.0872)
C (0.4186, 3.3444, 2.0912)
C (0.6133, 2.4955, 0.9982)
H (1.2389, -0.0849, 2.3677)
H (2.9284, -1.5270, 3.3548)
H (4.3491, -2.9714, 1.9192)
H (4.0162, -2.9844, -0.5389)
H (2.2781, -1.5089, -1.5624)
H (-1.6694, 0.1105, 1.6834)
H (-1.9576, 1.5669, 3.7109)
H (-0.6394, 3.6453, 3.9503)
H (0.9795, 4.2734, 2.1979)
H (1.3061, 2.7979, 0.2135)

Output
Expectation value of S² ... 3.85
Largest force on an atom ... 0.0489 hartree/bohr
Energy above the lowest of the compared OMol25 structures with the same formula, charge and spin ... 150.4 kJ/mol
Multiplicity ... 4
Frontier orbital gap (alpha / beta) ... 6.25 / 6.31 eV

---

(3)
C13H15F5N3O3PSSe3Te2Ti | ωB97M-V/def2-TZVPD

Positions of all 47 atoms, in Å:
Ti (-1.2342, -0.5522, -1.3344)
Se (-3.4377, -0.1642, -0.7624)
Te (-5.4155, -0.9077, 0.5602)
Te (-3.7992, -3.9929, 0.4051)
Se (-1.9211, -2.7610, -0.7228)
C (0.4744, 1.3539, -4.2043)
S (-0.7575, 1.2752, -2.9364)
O (-1.4390, 2.5385, -2.9290)
O (-0.0167, 0.9782, -1.6615)
O (-1.6022, 0.0979, -3.2155)
H (1.4191, 1.6180, -3.7311)
H (0.1662, 2.1298, -4.9034)
H (0.5387, 0.3856, -4.6915)
C (-0.3398, -0.6784, 4.2362)
N (-1.7019, -0.7694, 3.7341)
C (-2.3619, 0.5257, 3.8655)
N (-1.6223, 1.6196, 3.2301)
C (-0.2646, 1.6367, 3.7580)
N (0.4599, 0.3754, 3.6033)
C (0.6912, 0.0590, 2.1759)
P (-0.8715, -0.1295, 1.1612)
C (-1.7454, -1.2571, 2.3432)
C (-1.6286, 1.4705, 1.7622)
H (0.1586, -1.6367, 4.0788)
H (-0.3779, -0.4690, 5.3100)
H (-2.4513, 0.7602, 4.9308)
H (-3.3529, 0.4589, 3.4193)
H (-0.3207, 1.8575, 4.8284)
H (0.3002, 2.4318, 3.2651)
H (1.2521, -0.8744, 2.1133)
H (1.3123, 0.8372, 1.7312)
H (-1.2897, -2.2408, 2.2760)
H (-2.7767, -1.3688, 2.0166)
H (-2.6468, 1.5211, 1.3956)
H (-1.0714, 2.2981, 1.3214)
F (5.4985, 0.5732, -3.7642)
C (4.3558, -0.0402, -3.4127)
C (3.6388, -0.7494, -4.3346)
F (4.0764, -0.7913, -5.6093)
C (2.4700, -1.3980, -3.9568)
F (1.8188, -2.0535, -4.9298)
C (1.9442, -1.3479, -2.6700)
Se (0.2933, -2.2548, -2.1714)
C (2.7158, -0.6107, -1.7647)
F (2.3459, -0.4857, -0.4887)
C (3.8966, 0.0263, -2.1175)
F (4.6197, 0.7053, -1.2090)

Output
Expectation value of S² ... 2.04
Largest force on an atom ... 0.0732 hartree/bohr
Energy above the lowest of the compared OMol25 structures with the same formula, charge and spin ... 206.4 kJ/mol
Multiplicity ... 3
Net charge ... -2
Frontier orbital gap (alpha / beta) ... 4.28 / 4.70 eV

---

(4)
C13H15N2O2 | ωB97M-V/def2-TZVPD

Positions of all 32 atoms, in Å:
C (-0.3814, 2.1430, 0.9650)
C (0.9589, 1.8873, 0.7733)
C (1.3745, 0.6820, 0.2508)
C (0.4595, -0.2931, -0.0837)
C (0.9125, -1.6141, -0.6270)
C (1.7033, -2.4163, 0.3520)
C (1.1088, -2.8633, 1.5803)
C (1.9294, -3.5683, 2.4484)
N (3.1828, -3.9004, 2.2822)
N (3.7164, -3.4467, 1.0630)
C (2.9910, -2.7246, 0.1342)
C (-0.8798, -0.0292, 0.1149)
C (-1.3040, 1.1783, 0.6288)
H (-0.7049, 3.0888, 1.3639)
H (1.6956, 2.6308, 1.0297)
H (2.4255, 0.4829, 0.1116)
H (0.0340, -2.1793, -0.9380)
H (1.5157, -1.4426, -1.5165)
H (0.0924, -2.6300, 1.8409)
H (1.5116, -3.9077, 3.3856)
H (4.6694, -3.6840, 0.9014)
H (3.5252, -2.4271, -0.7530)
H (-1.6103, -0.7801, -0.1424)
H (-2.3549, 1.3832, 0.7453)
O (-2.1411, 3.6177, -3.1962)
C (-2.4539, 3.3346, -2.0162)
C (-4.2231, 2.7600, -1.9689)
O (-4.4896, 2.5071, -0.7722)
H (-2.5080, 4.1734, -1.2899)
H (-1.9776, 2.4613, -1.5361)
H (-4.1070, 1.9237, -2.6847)
H (-4.6709, 3.6526, -2.4464)

Output
Largest force on an atom ... 0.0741 hartree/bohr
Multiplicity ... 1
Net charge ... -1
Frontier orbital gap ... 1.60 eV